A 4-piece molecular cluster, C29H64Br4N3O2P overall. Source: the OMol25 dataset; level of theory: the ωB97M-V functional and the def2-TZVPD basis.

Last column: Mulliken charge in e.
CARTESIAN COORDINATES (ANGSTROEM)
C (3.900, -0.197, 3.875)  -0.71
C (5.104, -1.102, 3.541)  -0.91
P (6.451, -0.348, 2.486)  0.27
C (5.488, -0.095, 0.911)  -1.10
C (7.064, 1.315, 3.172)  2.15
O (7.391, 1.339, 4.563)  -0.27
C (7.431, 0.166, 5.263)  -0.22
O (8.372, -0.415, 5.561)  -0.40
C (8.444, 1.622, 2.478)  -1.66
Br (8.401, 1.604, 0.527)  -0.06
C (9.613, 0.721, 2.981)  -0.09
C (10.738, 0.469, 1.959)  -1.69
Br (10.524, 1.707, 4.440)  -0.12
C (5.963, 2.479, 2.957)  -1.12
Br (5.501, 3.271, 4.739)  -0.09
C (6.291, 3.664, 2.009)  0.04
C (5.712, 5.046, 2.400)  -1.81
Br (5.503, 3.362, 0.203)  -0.12
H (4.149, 0.797, 4.241)  0.09
H (3.347, -0.684, 4.687)  0.40
H (3.199, -0.179, 3.040)  0.10
H (5.517, -1.617, 4.405)  0.54
H (4.727, -1.907, 2.903)  0.55
H (4.741, 0.696, 0.974)  0.18
H (4.929, -1.032, 0.815)  0.43
H (6.134, -0.035, 0.044)  0.39
H (6.466, -0.202, 5.656)  0.58
H (8.697, 2.635, 2.782)  0.87
H (9.296, -0.267, 3.297)  0.34
H (11.125, 1.388, 1.526)  0.44
H (10.468, -0.293, 1.231)  0.39
H (11.556, 0.046, 2.547)  0.52
H (5.020, 2.057, 2.637)  0.38
H (7.342, 3.863, 1.822)  0.30
H (5.812, 5.649, 1.493)  0.54
H (4.648, 5.009, 2.614)  0.44
H (6.314, 5.544, 3.156)  0.41
C (0.131, 1.853, -1.104)  -1.22
C (0.294, 0.417, -0.624)  -0.22
N (0.060, 0.254, 0.798)  0.25
C (0.513, -1.024, 1.316)  -0.46
C (-0.171, -2.294, 0.800)  -1.14
C (-1.231, 0.712, 1.284)  -1.07
C (-2.493, 0.117, 0.644)  -0.39
H (0.750, 2.534, -0.517)  0.39
H (0.443, 1.931, -2.147)  0.45
H (-0.906, 2.187, -1.047)  -0.03
H (1.323, 0.119, -0.845)  0.50
H (-0.358, -0.236, -1.224)  0.15
H (0.446, -1.009, 2.409)  0.40
H (1.585, -1.108, 1.102)  0.12
H (-1.174, -2.411, 1.209)  0.25
H (0.402, -3.171, 1.111)  0.47
H (-0.233, -2.316, -0.289)  0.25
H (-1.275, 1.798, 1.158)  0.41
H (-1.276, 0.562, 2.366)  0.42
H (-2.444, 0.110, -0.446)  -0.08
H (-3.362, 0.716, 0.925)  0.43
H (-2.685, -0.900, 0.986)  0.23
C (-3.792, 3.184, -6.102)  -1.44
C (-3.750, 1.801, -5.468)  -0.32
N (-3.091, 1.785, -4.175)  0.25
C (-2.766, 0.448, -3.708)  -0.25
C (-3.925, -0.508, -3.412)  -0.90
C (-3.632, 2.687, -3.173)  -0.15
C (-5.116, 2.555, -2.812)  -0.99
H (-2.794, 3.621, -6.149)  0.33
H (-4.178, 3.112, -7.120)  0.44
H (-4.444, 3.866, -5.553)  0.29
H (-3.195, 1.145, -6.145)  0.44
H (-4.774, 1.401, -5.417)  0.25
H (-2.138, 0.527, -2.814)  -0.47
H (-2.124, -0.023, -4.459)  0.44
H (-4.447, -0.240, -2.493)  0.02
H (-3.536, -1.520, -3.271)  0.50
H (-4.649, -0.549, -4.226)  0.42
H (-3.461, 3.712, -3.513)  0.42
H (-3.036, 2.601, -2.261)  -0.28
H (-5.756, 2.493, -3.694)  0.25
H (-5.434, 3.432, -2.244)  0.44
H (-5.310, 1.685, -2.184)  0.18
C (-7.434, -1.287, -1.153)  -1.17
C (-7.921, -2.710, -0.916)  -0.47
N (-7.236, -3.691, -1.737)  0.14
C (-7.891, -4.988, -1.758)  -0.70
C (-7.974, -5.772, -0.444)  -0.97
C (-5.789, -3.713, -1.620)  -0.28
C (-5.184, -3.932, -0.229)  -0.96
H (-7.478, -1.031, -2.213)  0.31
H (-8.068, -0.584, -0.610)  0.50
H (-6.410, -1.141, -0.803)  0.07
H (-8.987, -2.739, -1.161)  0.48
H (-7.842, -2.939, 0.158)  0.26
H (-7.408, -5.615, -2.513)  0.34
H (-8.911, -4.839, -2.127)  0.42
H (-7.010, -6.190, -0.158)  0.23
H (-8.661, -6.614, -0.563)  0.40
H (-8.349, -5.162, 0.378)  0.28
H (-5.405, -2.765, -2.007)  -0.11
H (-5.386, -4.466, -2.302)  0.39
H (-5.647, -3.300, 0.531)  0.24
H (-4.119, -3.683, -0.251)  0.33
H (-5.259, -4.970, 0.092)  0.30

Forces on atoms 1 to 3 (eV/Å):
C -0.2 -1.0 0.7
C -0.4 1.0 -0.5
P 0.7 -1.7 -0.3

gap between HOMO and LUMO: 8.44 eV